Entry 1:
# C6H12O

A structure of composition C6H12O (wB97M-V/def2-TZVPD, the OMol25 dataset).

```
19
Properties=species:S:1:pos:R:3:forces:R:3
C 2.66558 0.74094 0.02034 0.017 0.023 0.017
C 1.61053 -0.31697 -0.23777 0.176 -0.004 -0.169
O 0.61834 -0.20368 0.76179 -0.064 0.002 0.100
C -0.45774 -1.09443 0.56432 0.020 -0.147 -0.117
C -1.65316 -0.96764 1.34916 -0.032 -0.159 0.191
C -1.72216 -0.61515 -0.09348 -0.094 -0.040 -0.354
C -1.65858 1.18623 -0.55291 0.179 0.170 -0.208
H 3.09601 0.60816 1.01708 -0.050 0.012 -0.131
H 2.22659 1.74292 -0.02782 0.064 -0.136 -0.001
H 3.46905 0.67572 -0.72044 -0.115 0.003 0.092
H 2.05912 -1.32372 -0.21353 -0.076 0.139 -0.008
H 1.16731 -0.18822 -1.24136 0.044 -0.013 0.135
H -0.10215 -2.04170 0.13307 -0.083 0.121 0.107
H -2.18502 0.42078 0.33984 -0.079 0.087 0.110
H -2.25387 -1.79616 1.70432 0.090 0.074 -0.052
H -2.25380 -1.04197 -0.93950 0.097 0.042 0.183
H -0.57704 1.29820 -0.54071 -0.184 0.003 -0.025
H -2.11797 1.20255 -1.53849 0.083 -0.020 0.150
H -2.08690 1.97554 0.08620 0.006 -0.157 -0.020
```
Forces are in eV/Å.

Calculated values
ΔE to the lowest compared entry with this formula, charge and spin   153.54 kcal per mole
Net charge   0
Gap between HOMO and LUMO   8.216 eV
E_HOMO   -7.29 eV
E   -8457.69567 eV
Spin multiplicity   1
LUMO level   0.03391 hartree



Entry 2:
# C6H12O

A cluster of 2 separate species, C6H12O in total (wB97M-V/def2-TZVPD, the OMol25 dataset).

```
19
Properties=species:S:1:pos:R:3:forces:R:3
C 0.61985 1.34206 -0.45179 1.475 -0.710 -0.253
C -0.49122 1.53194 -1.22352 0.434 1.631 2.221
C -0.45840 0.03321 1.37508 0.948 1.269 -4.447
C 0.76017 0.40626 0.72747 -4.077 2.723 2.608
C 2.09322 0.20425 1.36385 1.517 1.271 -0.234
C -0.80663 -1.25973 1.96935 1.461 -0.872 3.726
H 1.65332 1.74154 -0.82394 -1.770 -1.507 -0.009
H -1.41743 2.00401 -0.79009 0.379 -1.871 -0.483
H -0.30341 1.65999 -2.24282 0.115 1.113 -1.462
H -1.38614 0.45625 0.81466 1.715 -0.502 1.130
H 2.27879 0.66715 2.38940 -0.889 -0.548 -1.196
H 2.94430 0.71260 0.73686 -1.449 -1.658 0.816
H 2.10137 -0.87009 1.47380 1.238 -0.479 0.107
H -1.67612 -1.62478 1.47327 -0.237 -0.859 -0.716
H -1.16396 -1.27039 3.07202 0.606 0.467 -1.412
H 0.11312 -1.93764 2.01480 -1.485 0.513 -0.418
H -2.02202 -1.36685 -4.50616 -2.852 -0.435 -3.058
H -1.61713 -1.03561 -3.29130 0.880 0.329 1.470
O -1.22167 -1.39417 -4.08093 1.991 0.126 1.609
```
Forces are in eV/Å.

Calculated values
ΔE to the lowest compared entry with this formula, charge and spin   104.34 kcal per mole
Net charge   0
Gap between HOMO and LUMO   7.768 eV
E_HOMO   -7.79 eV
E   -8459.82944 eV
Spin multiplicity   1
SMILES   C=C/C(C)=C/C.O
LUMO level   -0.00074 hartree



Entry 3:
# C6H12O

A cluster of 2 separate species, C6H12O in total (wB97M-V/def2-TZVPD, the OMol25 dataset).

```
19
Properties=species:S:1:pos:R:3:forces:R:3
C -1.27711 0.92997 -0.46112 -0.168 0.145 0.180
C -1.53388 0.24847 0.87458 -0.040 -0.003 0.084
C -0.46183 -0.82058 1.16946 0.019 -0.082 -0.019
C 0.87974 -0.17689 0.92201 -0.091 0.100 0.071
C 1.89474 -0.82428 -0.00708 0.073 -0.124 -0.103
C 1.09175 0.33395 -0.44611 0.144 0.152 0.271
O 0.31217 -0.27730 -2.18231 0.007 0.152 -0.222
H -0.97516 1.97750 -0.35476 0.011 -0.170 -0.038
H -0.46470 0.17798 -1.58698 0.065 -0.031 -0.053
H -2.16611 0.90785 -1.10609 0.134 -0.028 0.039
H -2.51687 -0.23794 0.88656 0.123 0.069 -0.019
H -1.53645 0.96660 1.70737 0.010 -0.082 -0.122
H -0.59416 -1.65940 0.47446 0.025 0.097 0.068
H -0.53708 -1.21783 2.18913 0.015 0.071 -0.157
H 1.23480 0.46896 1.72804 -0.047 -0.070 -0.149
H 1.63040 -1.80918 -0.38115 0.015 0.156 0.076
H 2.96208 -0.67055 0.14094 -0.157 -0.004 -0.038
H 1.48351 1.30501 -0.71445 -0.086 -0.174 0.020
H 0.57417 0.37767 -2.85249 -0.054 -0.174 0.111
```
Forces are in eV/Å.

Calculated values
ΔE to the lowest compared entry with this formula, charge and spin   136.18 kcal per mole
Net charge   0
Gap between HOMO and LUMO (alpha / beta)   7.749 / 7.752 eV
E_HOMO (alpha / beta)   -7.43 / -7.43 eV
E   -8458.44848 eV
Spin multiplicity   1
LUMO level (alpha / beta)   0.01184 / 0.01190 hartree